The following is a DFT calculation (ωB97M-V/def2-TZVPD) of a gas-phase ion, C2H3O2S2 (charge -1) in a non-equilibrium geometry.

Last column: natural (NBO) charge in e.
Atoms and positions in Å:
O  -0.829  1.637  -0.576  -0.631
C  -0.681  0.483  -0.294  0.747
O  -2.025  -0.243  -0.152  -0.787
C  1.031  0.068  0.025  -0.563
S  1.551  0.806  1.501  -0.474
S  1.147  -1.734  -0.202  -0.100
H  -2.714  0.409  -0.488  0.465
H  1.560  0.480  -0.941  0.211
H  0.959  -1.907  1.128  0.132

Results
SMILES: O=C(O)[C@@H]([S-])S
ΔE to the lowest compared entry with this formula, charge and spin (kJ/mol): 178.16
Gap between HOMO and LUMO (eV): 6.8
Charge: -1
Molar mass (g mol⁻¹): 123.2

=====

The following is a DFT calculation (ωB97M-V/def2-TZVPD) of 2 unconnected molecules or ions with the total composition H3NO3P2 in a non-equilibrium geometry.

Last column: natural (NBO) charge in e.
Atoms and positions in Å:
N  -0.733  0.328  0.233  -1.189
O  -1.461  -2.092  1.378  -1.234
O  0.067  -0.359  2.487  -1.209
O  -2.470  0.040  2.319  -1.225
P  0.789  0.306  -0.205  0.370
P  -1.281  -0.666  1.775  2.472
H  -1.348  -0.208  -1.264  0.113
H  1.320  1.765  -0.083  -0.198
H  0.981  -0.015  1.191  0.099

Results
ΔE to the lowest compared entry with this formula, charge and spin (kJ/mol): 339.23
Gap between HOMO and LUMO (spin up / spin down) (eV): 7.1 / 7.1
Charge: -2
Molar mass (g mol⁻¹): 127.0

=====

The following is a DFT calculation (ωB97M-V/def2-TZVPD) of a molecular structure, C6H24BClCrO6S in a non-equilibrium geometry.

Last column: natural (NBO) charge in e.
Atoms and positions in Å:
Cr  -0.129  -0.107  1.845  1.041
Cl  0.002  1.916  3.323  -0.752
B  -2.509  0.315  1.737  -0.809
H  -3.507  0.159  1.359  0.010
H  -1.933  -0.579  1.554  -0.046
H  -2.091  1.222  1.328  0.008
H  -2.573  0.435  2.807  0.028
O  -0.063  0.847  0.018  -0.900
S  -0.014  1.618  -1.230  2.347
O  0.994  2.673  -1.398  -0.913
O  0.247  0.575  -2.495  -0.709
C  0.230  1.191  -3.843  -0.071
C  0.445  0.147  -4.832  -0.628
C  -1.613  2.311  -1.642  -0.872
H  1.061  1.886  -3.963  0.197
H  -0.670  1.776  -4.036  0.171
H  1.462  -0.244  -4.834  0.223
H  0.250  0.618  -5.796  0.213
H  -0.288  -0.630  -4.615  0.219
H  -1.960  2.963  -0.840  0.287
H  -2.394  1.561  -1.763  0.264
H  -1.434  2.790  -2.605  0.232
C  2.909  0.915  1.393  -0.316
O  2.094  -0.263  1.859  -0.966
H  2.189  1.449  0.773  0.191
H  3.121  1.558  2.247  0.197
H  3.790  0.759  0.770  0.189
H  2.783  -0.882  2.110  0.438
C  0.549  -2.267  3.897  -0.339
O  -0.514  -1.695  3.226  -0.721
H  1.140  -1.446  4.303  0.193
H  0.054  -2.610  4.806  0.168
H  1.234  -2.941  3.383  0.173
H  -1.270  -2.281  3.307  0.496
C  -0.594  -2.406  -0.503  -0.287
O  0.284  -1.862  0.464  -0.912
H  -0.056  -2.271  -1.441  0.173
H  -1.019  -3.403  -0.387  0.172
H  -1.387  -1.660  -0.542  0.186
H  1.180  -2.134  0.254  0.427

Results
Spin multiplicity: 6
Gap between HOMO and LUMO (spin up / spin down) (eV): 2.0 / 7.2
Charge: -1
Molar mass (g mol⁻¹): 322.6

=====

The following is a DFT calculation (ωB97M-V/def2-TZVPD) of 6 unconnected molecules or ions with the total composition C36H79BN2O10PS in a non-equilibrium geometry.

Last column: Mulliken charge in e.
Atoms and positions in Å:
C  4.989  -1.367  1.282  -0.454
C  4.743  -1.837  -0.287  -0.423
C  3.625  -3.023  -0.464  -0.134
C  2.060  -2.515  -0.364  0.062
N  1.915  -1.057  -0.075  0.774
C  0.446  -0.591  0.017  -1.144
C  -0.582  -1.053  -1.202  -0.363
C  -1.199  -2.553  -1.083  -0.249
C  -2.781  -2.649  -1.602  -0.013
C  -3.316  -4.174  -1.301  -0.581
O  -4.422  -4.135  -0.331  -0.429
C  -3.950  -4.292  1.058  -0.330
O  0.663  0.827  -0.435  -0.704
P  0.611  2.096  0.768  -0.248
S  -1.450  2.225  0.196  0.058
C  1.254  3.147  -0.743  0.268
C  0.174  3.321  -1.964  -0.941
C  0.410  3.693  1.774  0.029
C  0.061  3.606  3.348  -0.135
C  -1.532  3.338  3.729  -0.792
O  0.898  2.762  4.206  -0.580
B  2.448  2.026  1.300  1.046
C  3.662  3.072  0.991  -0.820
O  2.835  0.852  2.162  -0.863
O  -0.022  0.968  1.990  0.051
C  -0.196  -0.445  1.557  1.690
C  -1.802  -0.861  1.746  0.653
C  -2.522  -0.240  3.064  -0.789
C  0.476  -1.452  2.712  -1.283
N  0.952  -0.733  3.948  0.015
C  1.699  -1.755  4.805  -0.693
H  5.074  -0.177  1.318  -0.067
H  6.007  -1.819  1.642  0.401
H  4.126  -1.684  2.009  0.005
H  4.527  -0.864  -0.911  0.193
H  5.789  -2.271  -0.654  0.321
H  3.792  -3.488  -1.547  -0.028
H  3.826  -3.920  0.297  0.194
H  1.533  -3.210  0.444  -0.001
H  1.561  -2.819  -1.404  -0.080
H  2.371  -0.432  -0.775  0.503
H  0.052  -0.950  -2.201  0.377
H  -1.452  -0.272  -1.286  -0.868
H  -0.593  -3.269  -1.819  0.328
H  -1.059  -3.046  -0.005  -0.069
H  -2.768  -2.488  -2.782  0.334
H  -3.422  -1.806  -1.098  -0.013
H  -2.426  -4.822  -0.895  0.291
H  -3.653  -4.626  -2.350  0.280
H  -2.783  -4.242  1.178  0.081
H  -4.397  -3.442  1.735  0.176
H  -4.296  -5.324  1.504  0.257
H  -2.328  2.315  1.274  -0.180
H  1.595  4.222  -0.450  -0.017
H  2.124  2.478  -1.216  0.168
H  0.810  3.793  -2.861  0.309
H  -0.254  2.324  -2.403  0.103
H  -0.659  4.151  -1.763  0.087
H  -0.480  4.302  1.257  0.293
H  1.340  4.438  1.692  0.121
H  0.250  4.714  3.764  0.445
H  -1.759  2.237  4.054  -0.014
H  -2.271  3.756  2.898  0.088
H  -1.771  4.005  4.691  0.368
H  1.806  3.151  4.373  0.277
H  3.417  4.207  1.101  0.107
H  3.986  2.894  -0.144  0.193
H  4.639  2.800  1.621  0.208
H  3.483  1.257  2.836  0.160
H  -2.414  -0.450  0.805  -0.461
H  -1.966  -2.042  1.704  -0.135
H  -3.529  -0.858  3.235  0.285
H  -2.886  0.854  2.787  0.039
H  -1.930  -0.304  4.067  0.116
H  1.393  -2.066  2.301  0.309
H  -0.303  -2.275  3.088  0.051
H  0.184  -0.378  4.554  0.217
H  2.848  -1.571  4.634  0.149
H  1.366  -1.636  5.935  0.281
H  1.432  -2.831  4.397  0.227
C  4.938  -6.616  -4.350  -1.211
C  4.280  -6.193  -3.064  0.818
O  4.686  -5.222  -2.429  -0.545
C  3.106  -7.005  -2.586  -0.826
H  5.770  -5.940  -4.572  0.315
H  5.330  -7.632  -4.250  0.329
H  4.218  -6.565  -5.170  0.331
H  3.416  -8.038  -2.407  0.237
H  2.304  -6.971  -3.327  0.344
H  2.733  -6.584  -1.646  0.159
C  -0.210  8.486  -0.128  -1.170
C  0.586  7.307  -0.621  0.842
O  0.803  6.336  0.102  -0.459
C  1.106  7.362  -2.032  -1.045
H  -0.520  8.307  0.907  0.304
H  0.406  9.388  -0.157  0.350
H  -1.104  8.614  -0.744  0.242
H  1.780  8.215  -2.146  0.403
H  0.271  7.441  -2.733  0.271
H  1.662  6.444  -2.251  0.207
C  -4.547  1.326  -1.620  -0.639
C  -5.115  2.563  -2.264  0.767
O  -5.502  3.515  -1.587  -0.613
C  -5.191  2.591  -3.767  -1.210
H  -4.554  1.448  -0.532  0.199
H  -5.158  0.459  -1.879  0.548
H  -3.515  1.177  -1.949  -0.016
H  -5.831  1.780  -4.121  0.365
H  -4.188  2.498  -4.191  0.293
H  -5.621  3.545  -4.091  0.302
C  -4.867  8.651  -2.568  -1.224
C  -4.261  7.277  -2.456  0.893
O  -3.116  7.050  -2.844  -0.580
C  -5.111  6.192  -1.852  -0.839
H  -4.139  9.332  -3.023  0.306
H  -5.756  8.615  -3.203  0.361
H  -5.123  9.026  -1.575  0.314
H  -6.012  6.046  -2.454  0.332
H  -5.379  6.458  -0.826  0.358
H  -4.545  5.255  -1.835  0.094
C  1.221  -8.737  1.832  -1.133
C  1.990  -8.930  0.552  0.892
O  1.591  -8.457  -0.511  -0.546
C  3.267  -9.724  0.623  -1.066
H  0.322  -8.145  1.629  0.281
H  0.917  -9.707  2.233  0.345
H  1.836  -8.200  2.558  0.337
H  3.054  -10.739  0.971  0.347
H  3.973  -9.232  1.296  0.320
H  3.714  -9.782  -0.374  0.232

Results
Gap between HOMO and LUMO (eV): 5.8
Charge: -1
Molar mass (g mol⁻¹): 773.9

=====

The following is a DFT calculation (ωB97M-V/def2-TZVPD) of C2H7N3O in the gas phase in a non-equilibrium geometry.

Last column: natural (NBO) charge in e.
Atoms and positions in Å:
N  -0.855  -1.233  -0.355  -0.874
C  -0.326  -0.050  0.170  0.346
C  1.055  0.404  -0.229  -0.085
O  1.751  -0.661  -0.882  -0.727
N  -0.867  0.403  1.397  -0.482
N  -1.318  1.031  0.329  -0.503
H  -1.742  -1.617  -0.052  0.400
H  -0.238  -1.764  -0.972  0.407
H  0.858  1.251  -0.932  0.192
H  1.633  0.753  0.631  0.174
H  2.597  -0.304  -1.213  0.478
H  -0.259  0.877  2.068  0.333
H  -2.289  0.911  0.041  0.340

Results
SMILES: NC1(CO)NN1
ΔE to the lowest compared entry with this formula, charge and spin (kJ/mol): 379.19
Gap between HOMO and LUMO (eV): 8.7
Molar mass (g mol⁻¹): 89.1

=====

The following is a DFT calculation (ωB97M-V/def2-TZVPD) of 2 unconnected molecules or ions with the total composition C36H33N3O2 in a non-equilibrium geometry.

Last column: Mulliken charge in e.
Atoms and positions in Å:
C  -4.128  2.443  -1.058  -1.342
C  -3.184  1.410  -1.606  -0.029
O  -1.853  1.756  -1.127  -0.310
C  -0.842  1.058  -1.700  -0.085
C  0.357  1.096  -0.822  0.114
N  1.516  1.229  -1.455  -0.174
C  2.636  1.892  -1.319  0.082
C  3.715  1.717  -2.347  0.336
C  5.078  1.837  -1.986  -0.367
C  6.092  1.760  -2.943  -0.681
C  5.767  1.596  -4.298  -0.439
C  4.421  1.429  -4.660  -0.479
C  3.402  1.448  -3.692  -0.446
C  2.925  2.869  -0.227  0.467
C  3.747  4.009  -0.447  -0.212
C  3.940  4.966  0.549  -0.760
C  3.271  4.844  1.771  -0.437
C  2.460  3.726  2.005  -0.716
C  2.342  2.719  1.042  -0.129
O  -0.887  0.558  -2.816  -0.757
H  -5.159  2.139  -1.242  0.412
H  -4.005  2.590  0.018  0.302
H  -3.979  3.405  -1.556  0.310
H  -3.424  0.410  -1.218  0.153
H  -3.201  1.400  -2.701  0.371
H  0.191  1.676  0.091  0.179
H  5.351  1.999  -0.939  0.477
H  7.135  1.863  -2.636  0.365
H  6.558  1.569  -5.054  0.353
H  4.162  1.309  -5.715  0.356
H  2.356  1.275  -3.967  0.439
H  4.252  4.142  -1.410  0.481
H  4.593  5.824  0.363  0.368
H  3.380  5.608  2.537  0.382
H  1.907  3.621  2.939  0.375
H  1.824  1.786  1.277  0.470
C  -1.348  -4.356  -3.287  -1.106
N  -0.954  -3.714  -2.048  0.186
C  -0.918  -2.364  -1.812  -0.709
C  -0.660  -2.138  -0.438  -0.688
C  -0.748  -0.904  0.291  0.507
C  -1.665  -0.861  1.343  0.934
C  -2.519  -1.908  1.791  -1.077
N  -3.065  -1.587  2.992  0.213
C  -3.943  -2.434  3.784  -0.950
C  -2.684  -0.286  3.344  0.179
C  -1.834  0.208  2.331  0.192
C  -1.324  1.490  2.445  0.210
C  -1.648  2.251  3.573  -1.258
C  -2.487  1.744  4.576  -0.591
C  -3.035  0.452  4.468  -1.190
C  -0.479  -3.462  0.157  0.214
C  -0.700  -4.411  -0.869  -0.175
C  -0.770  -5.781  -0.641  -0.660
C  -0.558  -6.235  0.668  -0.640
C  -0.306  -5.311  1.694  -0.878
C  -0.274  -3.932  1.450  0.060
H  -0.928  -5.364  -3.326  0.363
H  -2.441  -4.439  -3.368  0.320
H  -0.983  -3.773  -4.136  0.366
H  -1.138  -1.649  -2.605  0.659
H  0.094  -0.191  0.271  0.869
H  -2.737  -2.867  1.331  0.783
H  -4.141  -1.957  4.749  0.308
H  -4.902  -2.597  3.276  0.337
H  -3.496  -3.420  3.971  0.325
H  -0.683  1.871  1.660  0.846
H  -1.236  3.252  3.668  0.436
H  -2.718  2.352  5.449  0.378
H  -3.706  0.026  5.214  0.243
H  -0.989  -6.463  -1.460  0.251
H  -0.574  -7.307  0.886  0.382
H  -0.141  -5.683  2.701  0.404
H  -0.079  -3.231  2.255  0.530

Results
ΔE to the lowest compared entry with this formula, charge and spin (kJ/mol): 0.00
Gap between HOMO and LUMO (eV): 4.2
Molar mass (g mol⁻¹): 539.7